{
  "formula": "C36H30BrFeN5S2Sb",
  "method": "ωB97M-V/def2-TZVPD",
  "symbols": ["Fe", "N", "C", "S", "N", "N", "C", "C", "C", "C", "C", "C", "C", "C", "C", "C", "C", "C", "N", "H", "H", "H", "H", "H", "H", "H", "H", "H", "H", "H", "S", "Sb", "C", "C", "C", "C", "C", "C", "C", "C", "C", "C", "C", "C", "C", "C", "C", "C", "C", "C", "H", "H", "H", "H", "H", "H", "H", "H", "H", "H", "H", "H", "H", "H", "H", "Br", "C", "C", "C", "C", "C", "N", "H", "H", "H", "H"],
  "positions_angstrom": [[2.429740, -0.834783, -0.529788], [0.998550, -4.902278, -2.081569], [1.295312, -3.777770, -1.426705], [1.976009, -2.461239, -2.343031], [1.009288, -3.695099, -0.160919], [1.479976, -2.661283, 0.521303], [1.045348, -2.412265, 1.714535], [-0.068449, -3.144178, 2.351304], [-1.168346, -2.445996, 2.849319], [-2.235254, -3.139327, 3.397628], [-2.200898, -4.523316, 3.478807], [-1.096557, -5.219709, 3.006921], [-0.037846, -4.535960, 2.434970], [1.761681, -1.354734, 2.430011], [1.574739, -1.106568, 3.784844], [2.344755, -0.136964, 4.407614], [3.283299, 0.561433, 3.665892], [3.417700, 0.246892, 2.324108], [2.677188, -0.675878, 1.718868], [1.252283, -5.008711, -3.047415], [0.663665, -5.702104, -1.570024], [-1.200710, -1.364174, 2.779950], [-3.093087, -2.593383, 3.766127], [-3.032760, -5.059810, 3.914917], [-1.061521, -6.297401, 3.088605], [0.830645, -5.069331, 2.077740], [0.845651, -1.672585, 4.344575], [2.220015, 0.065139, 5.462355], [3.905198, 1.320782, 4.116109], [4.144228, 0.758368, 1.705669], [0.590939, 0.374794, -0.607931], [-1.562212, 1.237925, -0.972618], [-1.199446, 3.253208, -0.370166], [-1.866528, 3.874336, 0.675217], [-1.504571, 5.167031, 1.028502], [-0.487849, 5.818411, 0.346433], [0.184319, 5.179845, -0.688244], [-0.168325, 3.890114, -1.051999], [-2.896839, -0.027438, 0.115454], [-2.950478, -1.361607, -0.267403], [-3.866242, -2.201027, 0.345522], [-4.718888, -1.704166, 1.322563], [-4.636480, -0.376674, 1.717187], [-3.724773, 0.474551, 1.109315], [-1.748216, 1.067526, -3.086395], [-2.017303, 2.198611, -3.843892], [-2.093705, 2.076134, -5.223806], [-1.905164, 0.839738, -5.824523], [-1.639212, -0.284179, -5.053143], [-1.555298, -0.175679, -3.674393], [-2.660808, 3.373975, 1.211153], [-2.023375, 5.661796, 1.837908], [-0.218107, 6.828505, 0.622333], [0.978918, 5.687732, -1.218510], [0.354604, 3.384225, -1.856631], [-2.283312, -1.748519, -1.028299], [-3.924387, -3.238019, 0.044648], [-5.456793, -2.354261, 1.772748], [-5.295678, 0.008428, 2.483171], [-3.672475, 1.511085, 1.412079], [-2.169936, 3.162198, -3.372262], [-2.301371, 2.948683, -5.827652], [-1.959157, 0.750212, -6.900671], [-1.493814, -1.248220, -5.520736], [-1.328300, -1.046607, -3.071385], [5.062888, -1.029209, -1.373162], [4.692520, 0.831638, -1.382841], [5.506091, 1.768556, -1.978610], [5.123367, 3.095961, -1.836572], [3.977020, 3.398682, -1.110513], [3.221780, 2.364045, -0.583421], [3.572915, 1.085777, -0.728813], [6.393721, 1.477367, -2.520118], [5.718468, 3.878844, -2.286088], [3.673405, 4.423111, -0.952906], [2.318244, 2.544794, -0.013252]],
  "forces_ev_per_a": [[-0.73, -1.47, 0.75], [-0.05, -0.09, -0.22], [0.15, 0.80, 0.41], [0.52, 0.72, 0.20], [-0.63, -1.26, 0.27], [0.58, 1.40, -0.38], [-0.17, -0.43, -0.40], [0.00, -0.21, 0.06], [0.09, -0.03, -0.17], [-0.04, 0.04, 0.06], [-0.03, 0.01, -0.01], [0.00, 0.00, 0.01], [0.04, 0.07, 0.14], [0.16, 0.22, 0.22], [0.03, -0.02, -0.05], [0.03, 0.06, -0.07], [0.00, -0.14, 0.00], [0.11, 0.20, 0.04], [0.01, 0.20, -0.68], [-0.03, -0.01, 0.00], [-0.01, 0.04, 0.05], [-0.01, 0.02, 0.01], [-0.01, 0.00, 0.03], [0.00, -0.01, 0.02], [0.01, -0.01, -0.01], [-0.04, -0.04, -0.06], [0.01, -0.05, -0.03], [-0.03, 0.00, 0.02], [0.04, 0.00, -0.03], [-0.01, 0.00, 0.05], [-0.51, 0.49, 0.18], [0.20, -0.33, -0.23], [-0.26, -0.63, -0.15], [-0.08, -0.02, -0.02], [-0.03, 0.00, 0.03], [0.01, -0.01, 0.02], [0.01, 0.00, -0.02], [0.01, -0.05, -0.09], [0.31, 0.55, -0.31], [0.13, -0.02, -0.09], [-0.04, 0.01, -0.06], [0.02, 0.02, -0.02], [-0.06, 0.01, 0.00], [0.03, 0.08, 0.04], [-0.07, 0.18, 0.64], [-0.06, 0.06, 0.07], [0.00, 0.03, -0.05], [0.02, 0.01, 0.02], [0.01, -0.04, 0.04], [0.03, -0.07, 0.08], [0.00, 0.06, 0.01], [0.00, 0.02, 0.00], [0.01, 0.01, 0.00], [-0.02, 0.04, -0.02], [0.01, 0.05, -0.02], [-0.03, -0.06, 0.01], [0.01, -0.02, 0.02], [0.02, -0.02, 0.04], [-0.01, -0.01, 0.01], [-0.07, -0.01, 0.02], [0.00, 0.02, -0.04], [-0.01, 0.01, -0.01], [-0.03, 0.01, -0.01], [0.00, 0.00, -0.03], [0.05, -0.03, -0.06], [0.34, -0.02, -0.17], [0.29, -0.34, -0.02], [0.04, 0.03, 0.01], [-0.10, -0.11, 0.02], [0.00, -0.15, 0.05], [-0.13, 0.48, 0.13], [-0.02, -0.24, -0.21], [0.01, 0.00, 0.02], [0.02, 0.02, 0.02], [-0.03, 0.00, 0.00], [-0.02, 0.00, -0.11]],
  "lowdin_spin": [4.03, 0.01, 0.03, 0.22, 0.02, 0.09, 0.02, 0.00, 0.00, 0.00, 0.00, 0.00, 0.00, 0.00, 0.00, 0.00, 0.00, 0.00, 0.06, 0.00, 0.00, 0.00, 0.00, 0.00, 0.00, 0.00, 0.00, 0.00, 0.00, 0.00, 0.27, 0.06, 0.01, 0.00, 0.00, 0.00, 0.00, 0.00, 0.01, 0.00, 0.00, 0.00, 0.00, 0.00, 0.01, 0.00, 0.00, 0.00, 0.00, 0.00, 0.00, 0.00, 0.00, 0.00, 0.00, 0.00, 0.00, 0.00, 0.00, 0.00, 0.00, 0.00, 0.00, 0.00, 0.00, 0.05, 0.01, 0.00, 0.00, 0.00, 0.01, 0.04, 0.00, 0.00, 0.00, 0.00],
  "charge": 2,
  "s_squared": 8.772,
  "orbital_gap_ev": [7.38, 5.78],
  "total_energy_ha": -6537.450455,
  "spin_multiplicity": 6,
  "e_homo_ev": [-12.74, -12.71]
}